82
Properties=species:S:1:pos:R:3:forces:R:3:mulliken_charge:R:1 method="wB97M-V/def2-TZVPD" gap_ev=8.0 energy_ev=-164287.482 homo_ev=-10.5 multiplicity=1 e_lumo_ev=-2.53 total_charge=+1
C 0.4487 -3.4771 -6.4597 0.010 -0.050 0.066 -0.65
Lu -0.1561 -0.2903 0.5191 -0.488 1.092 1.259 0.99
N 1.0036 0.8804 -1.0905 0.310 0.275 -0.110 1.17
H -3.8856 -4.3623 0.5458 -0.002 -0.002 0.007 0.45
H 3.3685 3.6402 -3.2499 0.002 0.005 0.008 0.55
H 0.1866 3.9849 1.5963 -0.003 -0.010 0.020 0.71
C 5.0972 2.5101 -2.5888 -0.010 -0.012 0.002 -0.50
H -4.2834 0.2620 -2.5668 -0.003 -0.006 0.002 0.54
N 0.2222 1.9006 1.8942 0.018 -0.087 -0.157 1.05
C -2.4687 2.3636 0.0604 0.024 0.030 -0.045 0.71
H 2.0140 2.7352 2.6818 -0.032 0.054 -0.051 0.71
C -3.7339 0.7814 4.4562 -0.016 0.008 0.022 -0.44
C -0.0734 -1.0960 -5.1383 -0.005 -0.081 -0.090 0.47
C -2.5855 0.5138 -1.2983 0.080 -0.123 -0.062 -0.21
C -0.2251 3.0810 1.1267 0.031 0.019 -0.008 -0.78
C 0.2364 -2.3140 -7.1830 -0.003 0.037 -0.031 -0.55
H 0.1893 3.0112 0.1224 0.008 0.023 0.000 -0.39
C 2.9984 -1.7449 3.6570 -0.013 -0.003 0.009 -1.12
C -1.0457 -2.4414 0.6009 -0.138 -0.169 -0.131 0.40
C 3.3352 0.8554 -1.3115 -0.058 -0.044 0.009 0.30
H -2.3260 2.3013 5.0329 0.003 0.001 -0.002 0.50
H 0.3451 1.4121 3.9259 0.004 0.022 0.011 0.73
H 5.0287 -0.2806 -0.6238 -0.002 -0.002 0.001 0.57
C 5.5620 1.4225 -1.8536 -0.025 0.005 -0.007 -0.70
I 0.0252 -2.3408 -2.3312 -0.173 -0.358 -0.047 0.39
C 2.1926 0.6129 2.5704 -0.043 0.121 -0.001 1.04
C 3.4998 0.4961 3.0091 -0.023 -0.008 0.073 -1.20
C -3.0240 -0.4983 2.5808 0.021 0.019 0.024 0.05
H -0.4689 2.9315 3.6097 -0.008 0.000 -0.008 0.42
N -1.8749 0.1838 2.4691 0.057 -0.143 -0.151 0.63
H 0.0128 -5.4090 1.9612 0.004 -0.004 -0.008 0.43
C -0.3514 1.9032 3.2470 0.002 0.012 0.013 -1.46
C -2.5544 1.4932 4.3501 0.000 0.000 0.003 -1.26
H -3.0751 -2.1643 -0.0998 -0.001 0.001 0.003 0.38
C -3.7052 2.7930 -0.4101 0.013 0.034 0.019 -1.06
C -0.2106 -3.4312 1.1403 0.086 -0.019 -0.001 -0.46
C -2.3750 -2.8448 0.3835 -0.007 -0.078 -0.038 -0.45
Br -0.4231 0.5612 -4.2986 0.001 -0.020 -0.024 -0.06
C -4.3955 2.0382 -1.3374 -0.017 -0.021 -0.019 -0.58
H 4.9306 -0.8343 3.8945 -0.002 -0.002 0.000 0.46
O 2.0472 -0.7734 0.0142 0.039 0.052 -0.071 -0.76
C 0.3979 -3.4522 -5.0743 -0.001 0.045 -0.152 -0.69
H 0.2731 -2.3292 -8.2639 0.000 0.001 0.001 0.37
H -4.4516 1.0175 5.2306 -0.001 -0.001 -0.003 0.45
C 3.7346 2.7928 -2.6861 0.019 -0.016 -0.026 -0.67
H -0.1912 -0.2112 -7.0820 -0.001 0.003 0.003 0.41
H 2.1224 2.1245 1.0378 -0.007 0.002 -0.005 0.43
C -2.0027 -5.0170 1.3442 -0.002 0.001 0.016 -0.52
C -0.6709 -4.6856 1.5334 -0.028 -0.013 -0.109 -0.81
H 0.9722 -2.3284 3.2384 -0.002 -0.010 -0.017 0.77
C -3.8133 0.8731 -1.8101 0.001 0.027 -0.011 -1.26
H 0.8573 -3.2417 1.2312 -0.002 0.020 0.061 0.72
C 4.6788 0.5701 -1.1933 0.029 -0.015 -0.054 -0.39
H 0.6536 -4.4085 -6.9700 -0.003 0.001 -0.001 0.38
C -2.8533 -4.0973 0.7408 0.025 0.003 -0.008 -0.58
C 1.3721 1.9896 -1.8646 -0.010 -0.069 0.018 -0.60
H -2.3720 -5.9902 1.6408 -0.001 -0.003 -0.009 0.38
C -0.0249 -1.1230 -6.5257 0.010 -0.024 0.013 -0.61
H -2.0819 -0.3717 -1.6769 -0.040 -0.053 0.057 0.46
H -5.3605 2.3637 -1.7027 0.005 0.010 -0.005 0.44
H -2.2053 3.1737 2.0130 0.012 0.031 -0.010 0.44
C -1.6539 1.1662 3.3453 -0.036 0.000 0.000 0.48
H -3.1713 -1.2986 1.8726 -0.003 -0.006 -0.008 0.08
H 3.2699 -2.6941 4.0958 -0.001 0.001 0.001 0.47
H 5.8104 3.1491 -3.0925 0.005 0.000 0.005 0.44
C 1.7168 -1.5461 3.1805 -0.047 0.024 0.042 -0.58
H 4.1737 1.3396 2.9335 -0.004 0.002 0.008 0.56
C -3.9752 -0.2356 3.5473 -0.004 -0.010 -0.012 -1.13
O 0.6246 2.8483 -2.2599 -0.008 0.024 0.024 -0.61
H -4.1076 3.7310 -0.0507 -0.005 -0.004 -0.003 0.55
C 2.8702 1.9423 -2.0338 -0.049 0.116 -0.004 0.14
H 6.6263 1.2374 -1.7972 0.002 0.003 -0.007 0.44
N -1.9295 1.2140 -0.3609 0.037 -0.207 0.052 0.73
C 1.6813 1.9257 2.0174 0.116 -0.099 -0.012 -1.71
N 1.3164 -0.3957 2.6259 0.142 -0.182 -0.215 0.50
C 3.9133 -0.7093 3.5479 0.028 -0.019 0.012 -0.50
H 0.5574 -4.3584 -4.5062 0.004 -0.003 0.002 0.38
C -1.7313 3.2515 1.0308 -0.042 -0.027 0.022 -1.20
C 2.1222 0.2214 -0.7472 0.152 -0.259 -0.088 0.30
H -4.8809 -0.8238 3.5822 0.003 -0.002 0.000 0.50
H -1.9064 4.2804 0.7107 -0.007 -0.009 -0.007 0.69
C 0.1366 -2.2603 -4.4102 0.072 0.148 -0.064 0.31

89
Properties=species:S:1:pos:R:3:forces:R:3:mulliken_charge:R:1 method="wB97M-V/def2-TZVPD" gap_ev=6.7 energy_ev=-82458.845 homo_ev=-11.3 multiplicity=1 e_lumo_ev=-4.60 total_charge=+1
C -3.7754 2.6126 -1.1277 -0.174 0.190 -0.001 -0.41
O -3.0553 0.5871 -0.1675 0.120 -0.143 -0.209 -0.55
O -3.1111 3.2526 1.8398 0.116 -0.054 0.231 -0.52
O -3.9577 1.3647 -8.8911 0.019 0.109 0.024 -0.56
C 0.0497 -2.0296 1.4384 1.665 0.272 -0.340 -0.70
O 1.3346 1.1164 -1.4863 -1.357 -0.560 -1.131 -0.43
C 4.2314 2.2179 2.9347 -0.051 0.099 0.046 -0.23
C 0.0135 -6.3544 6.7427 0.071 -0.121 0.105 -0.42
C -3.2727 1.2226 -1.1843 -0.074 0.082 0.021 0.49
C -3.0433 0.6299 -2.5217 0.074 -0.048 -0.099 -0.30
N -0.0718 -3.3854 1.6721 1.050 -0.063 -0.338 0.24
O -4.2270 6.6524 -9.0780 0.017 -0.132 0.000 -0.53
H -4.0672 5.3304 -6.8497 -0.012 0.007 -0.014 0.44
H 6.2561 1.1378 0.3003 -0.007 -0.025 0.028 0.44
O 3.1209 -6.3136 0.3188 0.411 2.670 -0.052 -0.54
H 5.0478 -4.8909 -0.8031 0.006 0.471 0.190 0.34
C 4.8395 1.2839 1.9616 0.101 -0.064 0.039 0.49
H -4.1180 2.6861 -11.1206 0.000 -0.028 0.030 0.42
H 1.3845 2.2942 -3.8366 -0.600 -0.901 -0.188 0.31
H 3.4726 -1.9457 0.6313 -0.999 -0.399 0.304 0.43
H 3.2294 -5.9228 4.4987 0.028 -0.012 0.015 0.59
H 4.1198 4.2081 3.6507 0.037 0.031 -0.018 0.42
H -0.8963 -6.4264 7.3252 -0.008 0.041 -0.029 0.42
O -2.1608 0.4951 6.2628 0.019 0.049 -0.152 -0.54
C -3.1225 3.2113 4.1924 -0.007 0.002 0.172 -0.45
C -3.7861 2.7155 -3.5778 -0.095 0.234 -0.090 0.35
H -0.8652 -1.4108 1.5650 0.742 -0.676 -0.123 0.63
C -4.0090 3.3917 -7.6988 0.014 0.051 -0.016 -0.20
C 0.9918 1.2527 -4.0069 0.862 1.055 1.153 -0.82
C 1.2638 -5.2160 4.8626 0.169 -0.188 0.033 -0.35
C 5.5383 4.0656 1.9876 0.120 0.294 -0.007 0.30
C 2.4703 -2.3464 0.9186 -2.432 -0.860 0.747 -0.60
C 0.9627 -4.2816 1.5533 1.885 1.311 -0.811 -0.81
C -4.1648 5.4411 -9.0353 -0.022 0.253 0.004 0.25
C 1.5425 0.0626 0.7363 -0.238 -0.706 -1.095 -0.44
C 0.5499 0.5333 -0.4308 0.320 0.429 1.901 -0.32
C -2.8944 2.6201 2.8550 -0.096 0.161 -0.083 0.16
C -4.0205 2.5778 -8.9352 -0.006 -0.150 -0.024 0.34
H 0.8247 -5.3795 1.7196 -0.276 1.302 -0.071 0.46
H -4.3834 4.3242 -2.2183 -0.004 -0.013 -0.035 0.48
O 4.6196 -4.1814 -0.2830 -1.656 -1.369 1.121 -0.51
C -2.3903 1.2275 2.7995 0.262 -0.283 0.076 0.53
H -0.1176 -0.3000 -0.7692 0.751 0.778 0.064 0.48
O 3.2614 -7.7305 6.3636 -0.112 0.112 -0.076 -0.51
C -4.1101 3.2971 -10.2265 -0.012 0.133 -0.137 -0.40
H -2.6745 -0.3887 -2.5433 -0.022 -0.011 0.007 0.46
H -3.4915 4.2290 4.2137 0.000 -0.010 -0.045 0.45
H -3.0424 2.9350 6.2909 0.012 -0.049 0.013 0.42
O -4.0011 3.3454 -4.5925 0.068 -0.097 0.209 -0.46
C 0.0322 -5.3345 5.6715 -0.209 0.117 0.067 0.34
H 3.5156 1.7946 3.6288 0.035 -0.032 0.012 0.49
H 2.7033 -6.0323 -0.5264 0.125 -0.703 0.348 0.35
H 1.0719 -7.8900 7.7473 0.043 -0.004 -0.017 0.42
H -4.2415 5.1697 -11.2070 -0.004 0.038 0.030 0.41
H 1.5045 0.7256 1.6340 -0.224 -0.704 -0.620 0.42
C 1.0674 -7.1379 6.9687 -0.211 0.073 0.036 -0.40
H -3.1215 0.9057 -4.6203 -0.036 0.017 -0.018 0.56
C 6.1464 3.1288 1.0141 0.030 -0.203 -0.115 -0.38
H 1.2554 -4.4625 4.0858 0.049 0.091 0.108 0.61
O 4.5105 -5.0779 2.1877 -1.024 0.069 -1.012 -0.58
H 6.8623 3.5507 0.3201 -0.009 0.037 0.032 0.43
H -1.7809 -0.4836 3.8926 -0.017 -0.014 0.114 0.56
C -4.0752 4.7205 -7.7446 0.020 -0.139 0.123 -0.21
C 1.3201 -1.4416 1.0512 0.576 -1.525 0.512 0.42
C -4.0149 3.3064 -2.2402 0.039 -0.074 0.131 -0.65
P 3.7455 -4.8935 0.9418 0.837 -0.687 0.079 0.90
C 4.5547 3.5098 2.9468 -0.169 -0.146 0.115 -0.44
C -2.1501 0.5350 3.9122 -0.006 0.113 -0.253 -0.52
C -2.8821 2.5184 5.3046 -0.062 0.188 -0.115 -0.48
O -0.9289 -4.6182 5.4592 0.093 -0.051 -0.184 -0.57
C 2.3195 -5.9970 5.0842 0.054 0.197 -0.275 -0.39
O 5.8336 5.2401 2.0000 -0.064 -0.152 0.000 -0.52
H -3.9356 3.0284 -0.1412 0.059 -0.080 -0.071 0.44
O 4.5413 0.1022 1.9496 -0.146 0.019 -0.096 -0.56
C 2.2621 -3.7730 1.1724 -0.609 1.178 -0.542 0.51
C 5.8216 1.8371 1.0036 0.070 0.073 -0.078 -0.41
H -0.0651 1.3570 0.0147 0.304 -0.657 -0.714 0.07
C -4.1763 4.6264 -10.2728 0.005 -0.180 -0.118 -0.41
H -3.9441 2.8504 -6.7660 -0.019 0.028 -0.032 0.47
H -0.9817 -3.7876 1.9269 0.370 0.504 -0.025 0.36
C -2.3782 1.1268 5.2511 0.000 -0.142 0.333 0.15
C 1.1978 0.4262 -2.6855 0.436 -0.276 -1.794 0.74
H -0.0998 1.3130 -4.2380 0.914 -0.159 0.169 0.08
O 1.2683 -0.7754 -2.7574 -0.310 0.521 0.804 -0.52
H 2.5724 0.1711 0.3000 -0.964 -0.222 0.592 0.13
C -3.2823 1.3225 -3.6332 0.107 -0.203 -0.009 -0.44
H -2.2306 0.8116 1.8121 -0.134 0.128 0.023 0.27
C 2.3025 -7.0201 6.1580 0.155 -0.220 0.172 0.27
H 1.5850 0.8292 -4.8571 -0.784 0.004 0.936 0.32